ORCA calculation (the ωB97M-V functional and the def2-TZVPD basis) on one molecule with the formula C6H10N2 at a distorted geometry.

Values from the calculation:
SMILES = C#C[C@@]1(C)NC[C@H]1N
F_max = 7.1 eV/A
frontier orbital gap = 9.4 eV
LUMO level = 1.0 eV

```
! wB97M-V def2-TZVPD RIJCOSX def2/J DEFGRID3
* xyz 0 1
C 0.97 1.36 -0.56
C 0.31 0.02 -0.04
C -1.17 -0.84 -1.18
C -1.24 0.01 0.02
C 1.10 -0.06 1.07
C 2.05 -0.14 1.87
H 0.52 2.17 0.17
H 2.19 1.35 -0.58
H 0.70 1.42 -1.68
H 0.88 -0.75 -1.91
H -1.69 -0.56 -2.22
H -1.45 -1.86 -0.97
H -1.89 0.95 -0.21
H -2.44 -0.24 1.77
H -0.51 -0.55 1.93
H 3.04 -0.65 2.40
N 0.20 -0.96 -1.13
N -1.56 -0.66 1.24
*
```

---

ORCA calculation (the ωB97M-V functional and the def2-TZVPD basis) on C6H10N2 as an isolated structure at a distorted geometry.

Values from the calculation:
F_max = 7.0 eV/A
frontier orbital gap = 9.7 eV
LUMO level = 1.0 eV

```
! wB97M-V def2-TZVPD RIJCOSX def2/J DEFGRID3
* xyz 0 1
C 2.62 -0.37 -0.01
C 1.14 0.18 0.21
C -0.63 1.76 -0.01
C -1.17 0.48 0.62
C -1.91 -0.53 -0.39
C -0.60 -1.34 -0.14
H 2.97 0.27 -0.78
H 3.44 -0.04 1.01
H 2.35 -1.41 -0.46
H -0.52 2.41 0.88
H -1.38 2.21 -0.59
H -1.86 0.61 1.63
H -1.85 -0.09 -1.37
H -2.72 -1.28 -0.26
H -0.91 -2.23 0.33
H 0.14 -1.48 -0.99
N 0.75 1.34 -0.50
N 0.12 -0.46 0.81
*
```

---

ORCA calculation (the ωB97M-V functional and the def2-TZVPD basis) on a 2-piece molecular cluster, C6H10N2 overall at a distorted geometry.

Values from the calculation:
F_max = 2.0 eV/A
frontier orbital gap = 8.6 eV
LUMO level = 1.0 eV

```
! wB97M-V def2-TZVPD RIJCOSX def2/J DEFGRID3
* xyz 0 1
C 1.83 -0.49 1.08
C -1.19 -0.61 -0.66
C -0.10 1.63 0.15
N -1.02 -1.77 -1.30
C 1.13 1.32 -0.51
C 1.97 0.36 -0.14
C -0.96 2.19 0.82
N -2.36 -0.39 -0.12
H -0.17 -1.93 -1.81
H -1.70 -2.53 -1.30
H -3.10 -1.08 -0.01
H 1.32 1.89 -1.41
H 2.83 0.16 -0.77
H -2.45 0.50 0.36
H -1.42 2.90 1.44
H 1.00 -0.15 1.70
H 1.64 -1.52 0.80
H 2.75 -0.47 1.67
*
```

---

ORCA calculation (the ωB97M-V functional and the def2-TZVPD basis) on one molecule with the formula C6H10N2.

Values from the calculation:
F_max = 1.0 eV/A
frontier orbital gap (alpha / beta) = 7.2 / 7.2 eV
LUMO level (alpha / beta) = 0.8 / 0.8 eV

```
! wB97M-V def2-TZVPD RIJCOSX def2/J DEFGRID3
* xyz 0 1
C -1.05 0.44 1.21
C 2.23 -1.16 -0.51
N 0.89 -0.60 -0.50
C -1.07 -0.80 0.52
C -0.38 1.27 0.09
N -1.03 2.39 -0.36
C 0.76 0.71 -0.48
C -1.58 -1.92 0.11
H -0.96 2.63 -1.34
H -1.07 3.21 0.23
H 1.53 1.37 -0.89
H -0.46 0.43 2.13
H -2.04 0.84 1.41
H 2.24 -2.12 -1.04
H 2.96 -0.49 -0.99
H 2.59 -1.35 0.51
H -1.14 -2.47 -0.72
H -2.42 -2.39 0.63
*
```

---

Number 1: calculated total energy -343.8811 Ha. Number 2: calculated total energy -343.9611 Ha. Number 3: calculated total energy -343.9881 Ha. Number 4: calculated total energy -343.9613 Ha.